*A*
A 3-piece molecular cluster, C5H14O5 overall. Source: OMol25; level of theory: the ωB97M-V functional and the def2-TZVPD basis.

Properties
**Structure (SMILES)**: CO[C@@H](C)O.O=CO.CO
**Spin multiplicity**: 1
**Highest occupied orbital energy**: -10.16 eV

Last column: Löwdin charge in e.
Atoms and positions in Å:
C  1.47  1.47  -1.84  -0.374
C  -2.30  1.88  0.97  -0.079
O  -2.49  0.48  0.94  -0.125
O  0.60  1.94  -1.13  0.035
O  1.30  0.44  -2.64  0.095
H  -0.36  0.67  -0.41  0.050
H  0.46  -0.02  -2.44  0.131
H  2.43  1.97  -2.03  0.156
H  -1.77  2.24  0.09  0.080
H  -1.75  2.18  1.87  0.096
H  -3.30  2.31  0.99  0.091
C  -1.31  -0.28  1.04  -0.489
C  2.86  -1.41  -0.57  -0.158
C  -1.70  -1.71  1.35  -0.004
O  2.15  -0.29  -0.09  -0.160
O  -0.58  -0.27  -0.17  -0.051
H  1.18  -0.51  0.03  0.061
H  -0.67  0.14  1.84  0.160
H  2.77  -2.26  0.12  0.078
H  2.51  -1.72  -1.56  0.073
H  3.90  -1.12  -0.64  0.081
H  -2.33  -2.09  0.56  0.088
H  -0.81  -2.33  1.43  0.081
H  -2.25  -1.74  2.29  0.084

=====

*B*
A 4-piece molecular cluster, C5H14O5 overall. Source: OMol25; level of theory: the ωB97M-V functional and the def2-TZVPD basis.

Properties
**Structure (SMILES)**: O=CCCCC=O.O.O.O
**Spin multiplicity**: 1
**Highest occupied orbital energy**: -9.55 eV

Last column: Löwdin charge in e.
Atoms and positions in Å:
O  -2.85  1.79  -1.20  0.054
C  -1.83  1.34  -0.71  -0.277
C  -1.56  0.86  0.66  -0.202
C  -1.36  -0.56  0.49  -0.239
C  -0.95  -1.24  1.82  -0.147
C  0.46  -1.29  2.00  -0.275
O  1.21  -1.22  1.05  0.036
H  -0.91  1.38  -1.37  0.113
H  -0.66  1.30  1.29  0.170
H  -2.40  0.94  1.29  0.106
H  -2.11  -1.02  -0.14  0.123
H  -0.62  -0.74  -0.47  0.137
H  -1.42  -0.85  2.78  0.152
H  -1.29  -2.25  1.84  0.116
H  0.97  -1.39  2.93  0.121
H  3.44  -1.46  0.50  -0.039
H  2.91  -2.11  -0.83  0.072
O  3.70  -1.72  -0.34  -0.077
H  1.65  1.98  0.21  -0.052
H  2.19  2.43  -1.16  0.123
O  1.58  2.70  -0.33  -0.065
H  -0.34  -0.68  -3.36  0.054
H  0.73  0.01  -2.67  0.030
O  0.01  -0.56  -2.47  -0.034

=====

*A* comes first in stability; the runner-up is 51.4 kcal/mol higher.

=====

*A*
H31O15 as an isolated structure. Source: OMol25; level of theory: the ωB97M-V functional and the def2-TZVPD basis.

Properties
**Total charge**: +1
**Spin multiplicity**: 1
**Highest occupied orbital energy**: -13.72 eV

Last column: Löwdin charge in e.
Atoms and positions in Å:
O  -1.19  1.32  -2.25  0.085
H  -1.72  4.23  -1.68  0.149
H  -0.99  0.82  -1.60  -0.080
O  -1.24  -4.19  0.24  -0.093
H  1.65  -2.35  1.61  -0.056
H  -0.86  -3.42  -0.25  0.047
O  -1.20  -1.13  -3.02  0.047
H  1.39  1.77  3.17  0.159
H  -1.16  -0.65  0.94  0.068
O  -3.62  -1.57  2.54  -0.094
H  -1.08  -1.84  3.11  0.013
H  -2.90  -1.90  1.83  0.088
O  2.04  2.73  -2.53  0.008
H  1.52  3.44  -2.43  -0.041
H  2.78  3.03  -3.13  0.115
O  -0.73  3.85  -1.67  -0.142
H  -1.02  -1.61  -3.94  0.166
H  -0.56  -0.71  -2.81  -0.165
O  2.52  1.85  3.10  -0.108
H  -0.93  2.87  -1.87  -0.008
H  3.97  -2.03  -1.53  0.125
O  -0.73  2.79  0.65  -0.009
H  -2.11  -4.43  -0.19  0.071
H  2.97  -0.91  -1.34  0.014
O  -0.38  -2.13  2.59  -0.006
H  0.53  2.35  0.50  0.154
H  2.18  1.02  0.00  0.157
O  -3.73  -0.68  -0.11  -0.108
H  -0.98  2.34  -0.24  0.093
O  1.69  -2.97  0.92  -0.105
H  1.06  -3.84  1.17  0.149
H  -4.45  -1.11  0.47  0.072
O  3.04  -1.70  -1.97  -0.140
H  -0.46  -3.03  2.77  0.030
H  -0.59  3.80  0.46  0.155
O  1.64  1.95  0.08  0.028
H  2.49  2.79  3.19  0.003
H  1.84  2.14  -0.82  0.012
O  -0.43  -0.21  0.41  0.003
H  -1.12  0.88  -3.06  0.045
H  2.25  -0.26  2.02  0.147
O  2.62  -0.30  1.01  -0.084
H  3.02  -1.12  1.25  0.034
H  -3.44  -0.63  2.57  0.023
H  -3.88  -1.09  -0.99  0.058
H  0.31  -0.19  0.88  -0.082

=====

*B*
A 15-piece molecular cluster, H31O15 overall. Source: OMol25; level of theory: the ωB97M-V functional and the def2-TZVPD basis.

Properties
**Total charge**: +1
**Spin multiplicity**: 1
**Highest occupied orbital energy**: -13.33 eV

Last column: Löwdin charge in e.
Atoms and positions in Å:
O  -2.86  0.82  2.95  0.019
H  -2.16  0.24  3.36  0.120
H  -3.67  0.49  3.36  0.112
O  2.18  -0.35  -3.23  -0.045
H  2.13  -1.27  -3.44  0.011
H  1.99  -0.16  -2.31  0.021
O  -1.46  -2.81  2.47  -0.073
H  -0.90  1.93  0.57  0.036
H  -0.50  -2.70  2.55  -0.013
O  -0.17  4.24  1.29  -0.063
H  -0.68  4.79  1.91  0.075
H  0.52  4.64  0.76  0.044
O  1.01  2.00  0.45  -0.053
H  1.44  1.85  -0.42  0.058
H  1.69  2.00  1.12  0.058
O  -1.69  2.20  0.02  -0.071
H  -1.24  2.88  -0.53  0.090
H  -1.61  -3.74  2.54  0.033
O  1.57  3.08  -2.88  -0.090
H  2.52  3.36  -2.84  0.066
H  1.75  2.17  -3.25  0.036
O  -0.69  -1.68  -1.40  -0.059
H  -0.86  -1.66  -0.46  0.010
H  -0.38  -2.61  -1.53  0.068
O  3.28  -1.08  2.39  -0.098
H  2.72  -1.87  2.49  -0.011
H  3.29  -0.87  3.35  0.052
O  -2.23  -0.07  -3.60  -0.052
H  -2.12  0.64  0.00  0.107
O  0.50  -1.93  -4.32  -0.054
H  -0.43  -1.70  -4.24  0.011
H  0.67  -1.16  -4.87  0.068
O  -0.14  1.62  3.85  -0.035
H  -0.48  1.80  2.98  0.000
H  0.58  2.10  4.25  0.047
O  1.16  -2.69  1.94  -0.062
H  1.52  -3.50  1.55  0.082
H  0.80  -2.29  1.13  0.038
O  -2.79  0.04  0.51  0.105
H  -2.76  0.57  1.52  0.124
H  -3.74  0.30  0.32  0.176
O  1.70  -2.90  -0.69  -0.056
H  1.81  -2.16  -1.33  0.046
H  2.34  -3.58  -0.93  0.081
H  -1.33  -0.13  -3.26  0.000
H  -2.27  -0.88  -4.13  0.039

=====

*B* comes first in stability; the runner-up is 102.2 kcal/mol higher.

=====

*A*
A 2-piece molecular cluster, C3H10S overall. Source: OMol25; level of theory: the ωB97M-V functional and the def2-TZVPD basis.

Properties
**Structure (SMILES)**: CSC.C
**Spin multiplicity**: 1
**Highest occupied orbital energy**: -8.51 eV

Last column: Löwdin charge in e.
Atoms and positions in Å:
C  2.01  1.59  1.14  -0.054
H  2.75  1.10  1.76  0.015
H  2.26  1.48  0.09  0.012
H  1.00  1.26  1.39  -0.030
H  1.98  2.66  1.38  0.015
C  -1.80  0.24  -1.10  -0.407
S  -1.18  -0.46  0.47  0.725
C  -0.47  -2.02  -0.13  -0.422
H  -2.87  0.37  -1.20  0.025
H  -1.32  1.19  -1.34  0.027
H  -1.45  -0.50  -1.82  0.015
H  0.23  -2.30  0.64  0.022
H  0.07  -1.84  -1.06  0.031
H  -1.23  -2.77  -0.24  0.027

=====

*B*
A 2-piece molecular cluster, C3H10S overall. Source: OMol25; level of theory: the ωB97M-V functional and the def2-TZVPD basis.

Properties
**Structure (SMILES)**: CCC.S
**Spin multiplicity**: 1
**Highest occupied orbital energy**: -9.81 eV

Last column: Löwdin charge in e.
Atoms and positions in Å:
S  2.43  -0.07  -0.20  0.499
H  2.09  -0.56  -1.37  -0.231
H  3.06  -1.17  0.22  -0.220
C  -1.25  1.25  0.60  -0.124
C  -1.46  0.09  -0.38  -0.334
C  -2.31  -1.04  0.16  -0.131
H  -0.81  0.91  1.50  0.052
H  -0.67  2.03  0.12  0.066
H  -2.24  1.64  0.86  0.070
H  -1.94  0.52  -1.26  0.099
H  -0.48  -0.30  -0.68  0.049
H  -2.67  -1.72  -0.61  0.063
H  -3.23  -0.62  0.59  0.071
H  -1.87  -1.60  0.99  0.071

=====

*B* comes first in stability; the runner-up is 4.7 kcal/mol higher.

=====

*A*
An isolated molecule of C6H12N4O2. Source: OMol25; level of theory: the ωB97M-V functional and the def2-TZVPD basis.

Properties
**Structure (SMILES)**: C[C@@H]1CN(N=O)[C@@H](C)CN1N=O
**Spin multiplicity**: 1
**Highest occupied orbital energy**: -9.35 eV

Last column: Löwdin charge in e.
Atoms and positions in Å:
C  -2.02  -1.45  0.72  -0.037
C  -0.55  -1.07  0.91  -0.357
C  -0.36  0.40  1.40  -0.072
C  0.55  0.98  -0.80  -0.382
C  1.97  1.27  -0.38  -0.042
C  0.23  -0.38  -1.28  -0.117
H  -2.05  -2.48  0.58  0.050
H  -2.48  -1.13  1.62  0.073
H  -2.40  -0.84  -0.09  0.080
H  -0.15  -1.67  1.82  0.165
H  0.61  0.44  1.88  0.099
H  -0.90  0.75  2.31  0.141
H  0.25  1.57  -1.76  0.176
H  2.70  0.87  -1.17  0.106
H  2.03  2.44  -0.47  0.112
H  2.38  0.87  0.55  0.074
H  0.97  -0.80  -1.95  0.114
H  -0.78  -0.38  -1.70  0.127
N  -0.29  1.39  0.29  -0.129
N  -0.38  2.68  0.53  -0.040
N  0.31  -1.41  -0.16  -0.120
N  -0.03  -2.54  -0.93  0.036
O  -0.68  3.33  -0.47  -0.042
O  1.08  -2.84  -1.44  -0.017

=====

*B*
A 2-piece molecular cluster, C6H12N4O2 overall. Source: OMol25; level of theory: the ωB97M-V functional and the def2-TZVPD basis.

Properties
**Structure (SMILES)**: [H]/N=C(/N)COC.O=C1CN=CN1
**Spin multiplicity**: 1
**Highest occupied orbital energy**: -9.40 eV

Last column: Löwdin charge in e.
Atoms and positions in Å:
C  -2.34  -0.42  2.26  -0.440
C  -1.36  0.74  2.39  -0.131
C  -1.45  0.25  0.28  -0.187
C  1.51  -1.34  0.85  -0.088
C  1.55  0.26  -0.97  -0.165
C  0.91  0.42  -2.35  -0.512
H  -1.88  1.58  2.86  0.133
H  -0.54  0.44  3.06  0.127
H  -1.24  0.22  -0.79  0.123
H  -2.87  -1.32  0.40  0.152
H  2.53  -1.05  1.08  0.083
H  1.42  -2.43  0.98  0.101
H  0.83  -0.81  1.54  0.069
H  2.64  0.30  -1.10  0.132
H  1.18  1.02  -0.29  0.104
H  1.76  2.26  -2.67  0.088
H  0.74  1.66  -3.91  0.103
H  0.30  -1.33  -2.31  0.045
N  -0.86  1.06  1.07  0.045
N  -2.32  -0.64  0.88  0.144
N  0.99  1.67  -2.93  0.112
N  0.28  -0.51  -2.93  0.119
O  -2.96  -1.02  3.11  0.074
O  1.19  -1.03  -0.49  -0.232

=====

*B* comes first in stability; the runner-up is 153.3 kcal/mol higher.

=====

*A*
An isolated molecule of CH5N3S. Source: OMol25; level of theory: the ωB97M-V functional and the def2-TZVPD basis.

Properties
**Structure (SMILES)**: N/N=C\NS
**Spin multiplicity**: 1
**Highest occupied orbital energy**: -8.41 eV

Last column: Löwdin charge in e.
Atoms and positions in Å:
C  0.31  -0.56  -0.48  -0.360
H  -2.16  -1.69  0.39  0.052
H  -1.35  -0.74  1.39  0.114
H  1.28  -0.97  -1.00  0.121
H  -0.33  1.04  0.54  0.022
H  2.35  2.70  -0.15  -0.081
N  -1.57  -0.96  0.42  -0.004
N  -0.61  -1.33  -0.28  -0.119
N  0.56  0.75  0.19  -0.355
S  1.52  1.76  -1.01  0.610

=====

*B*
An isolated molecule of CH5N3S. Source: OMol25; level of theory: the ωB97M-V functional and the def2-TZVPD basis.

Properties
**Structure (SMILES)**: NNC(N)=S
**Spin multiplicity**: 1
**Highest occupied orbital energy**: -8.64 eV

Last column: Löwdin charge in e.
Atoms and positions in Å:
C  -0.08  0.43  0.57  -0.949
H  -1.78  -0.86  -0.89  0.020
H  -0.66  -2.15  -1.16  0.114
H  0.96  -0.31  -1.18  0.095
H  1.85  0.95  0.56  0.125
H  0.88  1.80  1.69  0.085
N  -0.91  -1.11  -1.31  0.003
N  0.14  -0.34  -0.64  -0.108
N  0.90  1.41  0.74  0.014
S  -1.29  0.19  1.63  0.601

=====

*C*
An isolated molecule of CH5N3S. Source: OMol25; level of theory: the ωB97M-V functional and the def2-TZVPD basis.

Properties
**Structure (SMILES)**: CS/N=N/N
**Spin multiplicity**: 1
**Highest occupied orbital energy**: -8.35 eV

Last column: Löwdin charge in e.
Atoms and positions in Å:
C  -1.72  0.64  0.28  -0.393
N  1.88  -1.28  -0.51  -0.010
N  0.77  -0.64  -0.15  -0.199
N  1.06  0.35  0.57  -0.465
S  -0.15  1.27  1.09  0.801
H  -1.85  0.57  -0.85  0.056
H  -2.46  1.48  0.45  0.037
H  -1.92  -0.32  0.70  0.003
H  1.84  -1.33  -1.56  0.116
H  2.57  -0.74  -0.03  0.056

=====

*B* comes first in stability; the runner-up is 36.4 kcal/mol higher.